(1)
The following is a DFT calculation (wB97M-V/def2-TZVPD) of a cluster of 16 separate species, C49H140N10O19 in total.

XYZ file:
```
218
Properties=species:S:1:pos:R:3:mulliken_charge:R:1
C -6.09 -3.01 2.04 -0.835
C -5.21 -2.12 2.85 -0.384
O -4.35 -1.26 2.02 0.032
O -5.49 -3.96 1.18 -0.472
H -6.70 -2.44 1.27 0.244
H -6.73 -3.54 2.72 0.408
H -4.55 -2.67 3.44 0.345
H -5.80 -1.43 3.49 0.332
H -4.20 -1.68 1.12 0.036
H -4.80 -4.49 1.63 0.350
C 2.70 -4.40 -0.44 -0.337
C 3.45 -4.06 0.79 -0.305
O 3.34 -2.63 0.91 0.356
O 1.37 -3.93 -0.19 0.372
H 2.69 -5.43 -0.62 0.583
H 3.25 -3.93 -1.27 0.018
H 4.50 -4.33 0.82 0.524
H 3.04 -4.53 1.74 -0.187
H 3.72 -2.31 1.76 -0.265
H 1.60 -3.19 0.41 -0.492
C 1.04 2.97 1.82 0.936
C 2.14 3.97 1.96 -0.981
O 3.23 3.56 1.12 -0.489
O 0.40 3.21 0.57 0.853
H 0.35 3.07 2.68 0.075
H 1.37 1.94 1.83 -0.605
H 2.65 4.07 2.93 0.406
H 1.67 4.92 1.68 0.230
H 3.02 3.79 0.20 0.192
H -0.46 2.77 0.66 -0.532
C 4.42 0.45 3.34 -0.460
O 4.90 -0.61 2.55 -0.363
H 4.20 -0.03 4.32 0.189
H 5.23 1.16 3.47 0.418
H 3.51 0.90 2.96 -0.070
H 5.40 -0.18 1.86 0.423
C -5.13 2.63 0.86 -0.398
O -4.64 1.34 0.76 -0.214
H -5.49 2.89 1.83 0.299
H -4.37 3.36 0.61 -0.119
H -6.01 2.73 0.23 0.312
H -4.86 0.84 1.54 0.145
C 0.00 -6.30 -2.42 -0.783
O -0.77 -5.31 -1.75 -0.351
H 0.89 -6.64 -1.85 0.258
H -0.67 -7.11 -2.66 0.311
H 0.33 -5.87 -3.34 0.294
H -0.15 -4.73 -1.28 0.159
C 0.69 -2.52 -7.88 -1.164
C 1.37 -1.33 -7.27 -0.104
C 0.61 -0.08 -7.76 -0.078
O 1.06 1.09 -7.20 -0.344
C 0.01 2.10 -6.96 -0.362
N 1.24 -1.46 -5.75 -0.612
H 1.08 -3.53 -7.53 0.315
H 0.83 -2.47 -8.98 0.357
H -0.34 -2.44 -7.56 0.219
H 2.41 -1.21 -7.50 0.464
H -0.45 -0.28 -7.54 0.020
H 0.83 -0.02 -8.85 0.275
H 0.36 2.73 -6.13 -0.085
H -0.99 1.64 -6.66 0.020
H -0.14 2.83 -7.83 0.316
H 0.23 -1.63 -5.67 0.246
H 1.40 -0.58 -5.31 0.229
C -0.81 -5.98 1.54 -1.141
C -2.17 -5.46 1.16 1.895
C -3.16 -6.45 0.42 -0.796
O -3.52 -7.53 1.24 -0.350
C -4.55 -8.25 0.60 -0.731
N -3.02 -4.95 2.37 -0.538
H -0.83 -6.92 2.12 0.386
H -0.23 -5.24 2.03 0.202
H -0.23 -6.20 0.61 0.105
H -2.02 -4.53 0.65 -0.805
H -2.78 -6.87 -0.58 0.297
H -4.06 -5.84 0.10 0.285
H -4.10 -8.91 -0.16 0.284
H -5.18 -7.52 0.08 0.328
H -5.19 -8.91 1.24 0.262
H -2.48 -4.14 2.75 0.157
H -3.05 -5.70 3.02 0.189
C 1.98 -2.78 4.38 0.197
C 3.33 -3.43 4.93 0.334
C 3.31 -4.87 5.37 -1.202
O 4.50 -5.29 6.02 -0.328
C 4.43 -6.55 6.62 -0.731
N 4.37 -3.34 3.94 -0.287
H 1.74 -3.18 3.38 -0.550
H 2.15 -1.71 4.38 -0.455
H 1.16 -2.91 5.07 0.734
H 3.60 -2.83 5.83 0.357
H 3.18 -5.39 4.42 0.359
H 2.43 -4.98 5.99 0.469
H 4.51 -7.43 5.88 0.256
H 3.53 -6.72 7.15 0.342
H 5.25 -6.70 7.37 0.234
H 5.17 -3.88 4.12 0.244
H 4.77 -2.41 3.88 -0.048
C -2.11 5.21 -4.62 -1.340
C -2.45 4.58 -3.19 -0.017
C -1.41 3.44 -2.82 0.862
O -1.39 2.47 -3.87 0.658
C -0.38 1.48 -3.76 -0.636
N -2.54 5.59 -2.19 -0.578
H -2.76 6.05 -4.83 0.450
H -2.24 4.45 -5.42 0.198
H -1.08 5.65 -4.64 0.260
H -3.34 4.02 -3.37 0.303
H -1.82 2.84 -1.90 -0.164
H -0.37 3.80 -2.66 -0.221
H -0.23 1.11 -2.78 -0.143
H 0.55 1.85 -4.21 0.203
H -0.67 0.65 -4.37 -0.088
H -1.88 6.31 -2.27 0.303
H -2.40 5.27 -1.25 0.059
C -1.96 7.34 2.76 -1.755
C -1.77 6.04 1.97 1.406
C -3.10 5.39 1.44 0.199
O -4.12 5.18 2.44 -0.392
C -3.85 4.57 3.71 -0.543
N -0.89 6.24 0.84 -0.307
H -2.99 7.50 3.09 0.373
H -1.74 8.33 2.21 0.391
H -1.27 7.40 3.62 0.386
H -1.30 5.35 2.66 -0.344
H -2.75 4.49 0.83 -0.444
H -3.59 6.10 0.75 0.154
H -4.57 5.04 4.44 0.276
H -2.78 4.68 3.98 0.288
H -4.21 3.53 3.68 0.120
H -0.45 5.40 0.57 -0.358
H -0.19 6.92 1.11 0.367
C -1.22 -1.62 1.61 0.010
C -0.63 -0.22 1.16 2.214
C -0.12 -0.36 -0.25 -0.124
O -1.22 -0.50 -1.12 0.756
C -1.18 -1.60 -1.96 0.272
N -1.53 0.92 1.21 1.103
H -1.61 -2.21 0.69 -0.921
H -2.02 -1.40 2.28 0.777
H -0.40 -2.20 2.03 -0.160
H 0.28 0.01 1.83 -2.468
H 0.52 -1.27 -0.20 -0.663
H 0.55 0.45 -0.67 0.127
H -0.40 -1.72 -2.68 0.237
H -2.10 -1.69 -2.54 -0.188
H -1.25 -2.51 -1.32 -0.705
H -2.29 0.86 0.49 -0.167
H -2.04 0.91 2.13 -0.292
C -3.52 0.83 -6.20 -1.798
C -3.36 -0.39 -5.25 2.490
C -4.74 -0.75 -4.70 -1.114
O -4.68 -1.68 -3.61 -0.399
C -4.66 -1.02 -2.40 -0.632
N -2.65 -1.52 -5.95 -0.397
H -4.48 0.92 -6.65 0.477
H -2.70 0.88 -6.94 0.504
H -3.44 1.75 -5.64 0.286
H -2.72 -0.19 -4.39 -1.388
H -5.35 -1.20 -5.44 0.419
H -5.13 0.26 -4.38 0.372
H -5.69 -0.60 -2.24 0.342
H -3.90 -0.21 -2.39 0.138
H -4.35 -1.66 -1.66 0.414
H -3.17 -1.59 -6.86 0.289
H -2.82 -2.42 -5.41 0.280
C 0.66 0.64 4.65 0.127
C -0.73 0.44 5.27 -0.088
C -0.75 0.83 6.76 -1.286
O -0.48 2.18 6.95 -0.264
C -0.95 2.85 8.11 -0.802
N -1.74 1.15 4.48 -0.162
H 1.52 0.19 5.16 0.568
H 0.82 1.71 4.57 0.504
H 0.61 0.21 3.65 -0.928
H -0.91 -0.65 5.33 0.321
H -0.09 0.17 7.29 0.530
H -1.76 0.62 7.16 0.486
H -0.82 2.25 9.06 0.300
H -2.00 3.15 7.95 0.302
H -0.29 3.73 8.22 0.218
H -1.70 2.10 4.84 0.076
H -2.69 0.79 4.42 0.236
C 8.18 -0.53 0.18 -1.411
C 6.98 0.15 -0.48 0.248
C 6.06 -0.91 -1.20 -0.499
O 5.00 -0.26 -1.89 -0.341
C 3.82 -1.02 -1.97 -0.481
N 6.18 0.83 0.56 -0.411
H 8.80 -1.12 -0.48 0.451
H 7.88 -1.22 1.01 0.244
H 8.83 0.28 0.63 0.343
H 7.27 0.77 -1.30 0.441
H 5.61 -1.65 -0.50 -0.032
H 6.68 -1.51 -1.86 0.400
H 4.05 -1.99 -2.35 0.643
H 3.15 -0.49 -2.70 -0.021
H 3.50 -1.25 -0.98 0.098
H 6.78 1.53 0.97 0.269
H 5.44 1.33 0.08 -0.049
C 3.52 6.57 -1.44 -1.268
C 2.41 6.09 -2.36 0.236
C 2.79 4.72 -2.73 -0.943
O 2.70 3.77 -1.71 0.048
C 3.59 2.73 -1.86 -0.992
N 1.01 6.07 -1.85 -0.038
H 3.36 7.69 -1.15 0.330
H 4.58 6.53 -1.84 0.402
H 3.53 6.11 -0.45 0.112
H 2.45 6.63 -3.28 0.423
H 3.82 4.82 -2.98 0.785
H 2.24 4.32 -3.65 -0.104
H 3.40 2.03 -1.07 0.124
H 4.70 2.99 -1.89 0.418
H 3.42 2.25 -2.81 0.485
H 0.98 5.35 -1.13 -0.464
H 0.50 6.93 -1.62 0.273
```

total energy	-106876.3996	eV
M	1173.7	g mol⁻¹
orbital gap	8.91	eV
HOMO	-8.52	eV

---

(2)
The following is a DFT calculation (wB97M-V/def2-TZVPD) of a structure of composition C49H32I4N6OPt.

XYZ file:
```
93
Properties=species:S:1:pos:R:3:mulliken_charge:R:1
Pt -0.41 -0.80 -0.17 0.976
I -4.53 5.42 -6.51 0.068
C -3.54 4.08 -5.20 -0.140
C -2.47 4.52 -4.44 -0.570
C -1.86 3.66 -3.55 -0.219
C -2.30 2.34 -3.43 -0.602
C -3.36 1.91 -4.22 -0.133
C -3.99 2.77 -5.10 -0.754
C -1.71 1.40 -2.45 1.461
C -1.94 1.65 -1.10 0.622
C -2.76 2.73 -0.60 -1.292
C -2.87 2.56 0.73 -1.526
C -2.08 1.42 1.08 0.289
C -1.84 1.01 2.38 0.991
C -2.56 1.68 3.48 -0.790
C -2.06 2.83 4.08 0.255
C -2.77 3.47 5.08 -0.671
C -3.99 2.96 5.48 -0.075
I -5.12 3.97 6.96 0.070
C -4.50 1.80 4.91 -0.705
C -3.78 1.17 3.91 0.125
C -0.91 0.00 2.72 0.101
N -0.32 -0.86 1.85 -0.378
C 0.46 -1.70 2.60 0.516
C 1.09 -2.88 2.13 1.478
C 1.60 -3.81 3.15 -0.307
C 2.90 -4.32 3.14 -0.244
C 3.32 -5.20 4.12 -0.605
C 2.44 -5.59 5.11 -0.230
I 3.09 -6.90 6.65 0.070
C 1.13 -5.12 5.13 -0.760
C 0.72 -4.24 4.15 -0.370
C 1.08 -3.29 0.79 0.166
C 1.49 -4.59 0.34 -1.277
C 1.17 -4.68 -0.97 -1.514
C 0.60 -3.42 -1.35 0.588
N 0.55 -2.60 -0.26 -0.225
C 0.17 -3.09 -2.63 1.045
C -0.29 -1.81 -3.02 0.111
C -0.45 -1.38 -4.36 -1.184
C -0.95 -0.11 -4.31 -1.335
C -1.11 0.22 -2.94 0.570
N -0.66 -0.81 -2.17 -0.250
C 0.05 -4.15 -3.65 -0.491
C -1.23 -4.40 -4.15 -0.133
C -1.45 -5.42 -5.06 -0.747
C -0.38 -6.19 -5.47 -0.128
I -0.72 -7.78 -6.83 0.069
C 0.90 -5.95 -5.01 -0.641
C 1.11 -4.92 -4.11 -0.332
C 0.43 -1.29 3.96 -1.530
C -0.45 -0.24 4.04 -1.166
N -1.54 0.88 -0.05 -0.199
H -2.12 5.54 -4.54 0.393
H -1.02 4.00 -2.96 0.497
H -3.71 0.89 -4.12 0.522
H -4.82 2.43 -5.69 0.388
H -3.21 3.49 -1.21 0.467
H -3.41 3.16 1.44 0.476
H -1.10 3.23 3.76 0.521
H -2.38 4.37 5.54 0.409
H -5.45 1.40 5.23 0.407
H -4.17 0.27 3.46 0.554
H 3.59 -4.02 2.37 0.541
H 4.33 -5.58 4.11 0.405
H 0.44 -5.45 5.89 0.392
H -0.29 -3.88 4.16 0.574
H 1.93 -5.36 0.95 0.583
H 1.31 -5.52 -1.62 0.576
H -0.19 -1.95 -5.24 0.615
H -1.19 0.53 -5.14 0.593
H -2.06 -3.81 -3.79 0.539
H -2.45 -5.60 -5.44 0.393
H 1.72 -6.55 -5.35 0.378
H 2.12 -4.70 -3.77 0.606
H 1.00 -1.71 4.76 0.739
H -0.74 0.32 4.91 0.545
N 1.60 0.45 -0.46 -0.624
C 2.73 0.25 -0.29 0.410
N 4.00 0.08 -0.10 0.024
C 4.98 0.38 -1.13 -0.599
C 5.83 -0.88 -1.38 -0.513
O 6.39 -1.34 -0.17 -0.422
C 5.39 -1.72 0.75 -0.444
C 4.51 -0.52 1.12 -0.362
H 5.62 1.19 -0.79 0.285
H 4.46 0.68 -2.04 0.412
H 6.66 -0.66 -2.05 0.349
H 5.21 -1.67 -1.83 0.294
H 5.92 -2.09 1.63 0.323
H 4.78 -2.53 0.32 0.276
H 5.10 0.22 1.66 0.268
H 3.67 -0.84 1.73 0.163
```

total energy	-97970.6779	eV
M	1423.5	g mol⁻¹
orbital gap	5.62	eV
HOMO	-6.92	eV

---

(3)
The following is a DFT calculation (wB97M-V/def2-TZVPD) of a structure of composition C49H33AsF3N3PS3Sn.

XYZ file:
```
94
Properties=species:S:1:pos:R:3:mulliken_charge:R:1
Sn -0.91 0.35 0.17 0.919
S 0.02 0.36 2.55 -0.588
C 1.22 -0.91 2.86 1.195
C 1.00 -1.63 4.03 -0.812
C 1.92 -2.55 4.52 -0.685
C 3.10 -2.75 3.84 -0.958
C 3.34 -2.06 2.66 -0.759
C 2.42 -1.14 2.14 0.003
As 2.71 -0.49 0.29 1.462
C 4.50 -1.28 0.03 0.009
C 4.56 -2.50 -0.64 -0.276
C 5.78 -3.13 -0.87 -0.683
C 6.95 -2.53 -0.44 -0.559
C 6.90 -1.31 0.22 -0.845
C 5.68 -0.69 0.45 -0.157
C 3.26 1.38 0.49 -1.014
C 3.83 1.27 -2.02 -1.707
C 3.90 1.81 -3.23 -0.494
C 3.69 3.25 -3.41 -0.746
C 3.09 3.95 -2.44 -1.338
C 2.62 3.26 -1.19 -0.467
H 0.08 -1.45 4.57 0.468
H 1.70 -3.09 5.44 0.349
H 3.84 -3.45 4.21 0.417
H 4.26 -2.25 2.14 0.374
H 3.64 -2.97 -0.99 0.233
H 5.80 -4.09 -1.37 0.417
H 7.90 -3.01 -0.62 0.351
H 7.82 -0.83 0.55 0.405
H 5.65 0.26 0.97 0.408
H 4.03 0.21 -1.89 0.155
H 4.11 1.20 -4.09 0.541
H 3.99 3.72 -4.34 0.416
H 2.91 5.01 -2.56 0.612
H 2.57 3.99 -0.38 0.960
S -2.37 0.41 -1.92 -0.375
C -3.25 1.83 -1.45 0.741
C -3.76 2.64 -2.53 -0.166
N -4.15 3.26 -3.42 -0.573
C -3.47 2.23 -0.17 0.646
S -2.87 1.38 1.25 -0.420
C -4.18 3.44 0.11 -0.100
N -4.77 4.39 0.36 -0.568
N 0.50 1.59 -0.41 0.209
P 0.84 2.73 -1.37 1.520
C -0.04 4.30 -1.04 0.452
C 0.14 5.47 -1.77 -0.514
C -0.57 6.62 -1.45 -0.862
C -1.48 6.60 -0.40 -0.731
C -1.66 5.44 0.34 -0.782
C -0.93 4.30 0.02 -0.832
C 3.63 2.15 -0.79 4.243
C 3.11 1.99 1.68 -0.153
C 3.38 3.36 2.02 -1.077
C 4.33 4.15 1.47 -0.657
C 5.24 3.70 0.44 -0.846
C 4.99 2.77 -0.49 -1.197
C 0.47 2.31 -3.11 0.882
C -0.33 3.08 -3.95 -0.722
C -0.71 2.59 -5.20 -0.621
C -0.30 1.33 -5.61 -0.735
C 0.48 0.55 -4.77 -0.715
C 0.85 1.03 -3.52 -0.514
H 0.82 5.50 -2.61 0.417
H -0.43 7.52 -2.03 0.407
H -2.05 7.49 -0.16 0.391
H -2.37 5.41 1.15 0.562
H -1.06 3.40 0.61 0.579
H 2.72 1.39 2.49 0.316
H 2.83 3.75 2.88 0.423
H 4.51 5.12 1.91 0.424
H 6.23 4.14 0.45 0.430
H 5.80 2.45 -1.13 0.539
H -0.69 4.05 -3.64 0.462
H -1.36 3.19 -5.83 0.421
H -0.62 0.95 -6.57 0.365
H 0.77 -0.45 -5.07 0.441
H 1.40 0.39 -2.84 0.353
F 4.81 -6.79 -0.49 -0.242
C 3.56 -7.17 -0.84 0.861
F 3.64 -7.62 -2.10 -0.298
F 3.26 -8.23 -0.06 -0.272
C 2.58 -6.05 -0.68 0.418
C 1.92 -5.52 -1.78 -0.684
C 1.03 -4.47 -1.61 -0.612
C 0.80 -3.94 -0.34 1.059
C 1.46 -4.49 0.76 -0.290
C 2.35 -5.54 0.59 -0.895
C -0.02 -2.79 -0.15 -0.102
C -0.56 -1.72 0.00 -1.514
H 2.10 -5.92 -2.77 0.447
H 0.52 -4.04 -2.46 0.512
H 1.29 -4.07 1.75 0.522
H 2.87 -5.95 1.44 0.416
```

total energy	-172436.5075	eV
M	1041.6	g mol⁻¹
charge	-1
orbital gap	7.53	eV
HOMO	-5.37	eV